{"formula": "C38H75N7O11S", "method": "the ωB97M-V functional and the def2-TZVPD basis", "lumo_energy_ev": 0.37, "orbital_gap_ev": 7.937, "species": ["C", "C", "C", "C", "C", "C", "C", "C", "C", "C", "O", "S", "O", "O", "C", "O", "C", "C", "C", "C", "C", "C", "H", "H", "H", "H", "H", "H", "H", "H", "H", "H", "H", "H", "H", "H", "H", "H", "H", "H", "H", "H", "H", "H", "H", "H", "H", "H", "C", "C", "O", "N", "C", "H", "H", "H", "H", "H", "H", "H", "C", "C", "O", "N", "C", "H", "H", "H", "H", "H", "H", "H", "C", "C", "O", "N", "C", "H", "H", "H", "H", "H", "H", "H", "C", "C", "O", "N", "C", "H", "H", "H", "H", "H", "H", "H", "C", "C", "O", "N", "C", "H", "H", "H", "H", "H", "H", "H", "C", "C", "O", "N", "C", "H", "H", "H", "H", "H", "H", "H", "C", "C", "O", "N", "C", "H", "H", "H", "H", "H", "H", "H"], "xyz": [[2.744532, -1.270505, -0.642058], [2.400843, -1.871812, -2.045838], [3.565744, -2.685100, -2.757226], [1.200930, -1.801770, -2.698533], [0.191703, -0.584975, -2.699092], [-0.122840, 0.044027, -1.276834], [-1.195215, 1.234792, -1.326183], [-1.159776, 2.050775, -2.680498], [-0.930955, 2.287662, -0.148967], [0.401843, 3.120345, -0.348412], [0.196457, 4.353276, -1.104332], [1.591257, 4.787823, -1.905362], [2.615012, 4.844931, -0.854181], [1.897490, 3.522748, -2.966839], [2.825230, 3.945950, -3.987421], [4.068717, 4.310433, -3.413462], [4.882474, 3.205624, -3.142081], [5.524536, 3.176922, -1.819695], [6.428294, 2.126644, -1.384095], [6.731461, 1.033810, -2.311779], [6.086068, 1.028986, -3.626039], [5.170633, 2.104675, -4.051240], [2.725850, -0.140624, -0.721583], [1.910194, -1.537589, 0.054113], [3.760760, -1.533195, -0.261361], [4.055215, -2.104370, -3.574264], [4.327493, -2.933776, -1.959986], [3.125820, -3.663577, -3.082090], [0.930100, -2.686984, -3.339245], [0.542624, 0.147593, -3.471290], [-0.792223, -0.988636, -3.090940], [-0.520129, -0.796502, -0.634171], [0.764533, 0.451672, -0.733026], [-2.219781, 0.786899, -1.203227], [-1.524466, 3.094271, -2.445657], [-0.093812, 2.141812, -3.004051], [-1.847246, 1.636415, -3.460423], [-0.823665, 1.677251, 0.795427], [-1.762280, 3.043747, -0.072279], [0.759751, 3.389362, 0.687898], [1.222868, 2.504021, -0.800253], [2.890119, 3.218312, -4.829425], [2.391505, 4.897397, -4.421082], [5.310141, 4.005402, -1.098894], [6.847947, 2.192148, -0.355614], [7.444919, 0.248175, -1.972109], [6.343943, 0.192598, -4.319921], [4.706145, 2.064271, -5.062659], [1.147681, -0.328529, 4.905937], [0.833505, 0.605364, 3.765816], [0.882242, 0.246562, 2.597737], [0.487145, 1.884276, 4.072617], [0.375666, 2.489166, 5.385674], [1.405735, -1.308054, 4.507768], [1.997646, 0.048240, 5.477443], [0.276622, -0.436386, 5.554811], [0.291055, 2.451721, 3.261147], [-0.647010, 2.853690, 5.511044], [1.064012, 3.335636, 5.435587], [0.607631, 1.790585, 6.182611], [8.649460, 7.204908, 1.415384], [8.458304, 5.710096, 1.442370], [9.397298, 4.936612, 1.552871], [7.188507, 5.231756, 1.338506], [5.955875, 5.982431, 1.201507], [9.709360, 7.433659, 1.507129], [8.287369, 7.613224, 0.470023], [8.121583, 7.666751, 2.251795], [7.137819, 4.224422, 1.363815], [5.306459, 5.730782, 2.042452], [5.469241, 5.680807, 0.272372], [6.125201, 7.055098, 1.185715], [-5.880687, -1.123371, 0.049202], [-5.281897, 0.015644, -0.734333], [-4.105845, 0.026437, -1.070690], [-6.094750, 1.054139, -1.066959], [-7.501593, 1.222200, -0.762503], [-5.114310, -1.872475, 0.238170], [-6.257074, -0.762968, 1.008420], [-6.686662, -1.589334, -0.520453], [-5.625105, 1.778543, -1.590106], [-8.050943, 1.319611, -1.701145], [-7.624366, 2.139614, -0.183173], [-7.901345, 0.384963, -0.198000], [-3.707762, -5.755946, -2.817672], [-4.113444, -5.417229, -1.409146], [-5.032393, -5.992544, -0.837299], [-3.423893, -4.436300, -0.768660], [-2.316502, -3.647201, -1.271290], [-4.345381, -6.552988, -3.197004], [-3.825557, -4.881136, -3.461666], [-2.674143, -6.102018, -2.835270], [-3.752013, -4.264270, 0.169801], [-1.457710, -3.805163, -0.614670], [-2.601316, -2.592243, -1.238135], [-2.046055, -3.913869, -2.289051], [-1.674203, 0.657707, 9.567477], [-1.077853, 1.804915, 8.793853], [0.096433, 1.819244, 8.453168], [-1.892396, 2.847089, 8.475972], [-3.298122, 3.011872, 8.787876], [-0.907277, -0.093403, 9.745660], [-2.046731, 1.007864, 10.531809], [-2.482755, 0.198475, 8.995712], [-1.425067, 3.577219, 7.959122], [-3.851128, 3.119636, 7.852519], [-3.418495, 3.922761, 9.377744], [-3.695727, 2.168541, 9.344695], [-3.214867, -0.649838, -5.284109], [-3.341191, -2.151328, -5.327254], [-2.371371, -2.888829, -5.238921], [-4.588751, -2.679461, -5.469629], [-5.849253, -1.976074, -5.588691], [-2.167098, -0.378627, -5.167321], [-3.583086, -0.214195, -6.215203], [-3.772340, -0.252819, -4.432792], [-4.596426, -3.688586, -5.490545], [-6.500589, -2.289208, -4.769647], [-6.314126, -2.253771, -6.537173], [-5.721366, -0.898016, -5.553603], [-1.788852, -6.703279, 1.175527], [-1.158700, -7.407893, 0.002561], [-1.282318, -7.003385, -1.144506], [-0.431803, -8.530326, 0.253153], [-0.172202, -9.160961, 1.531139], [-2.334491, -5.829968, 0.822165], [-2.491590, -7.369145, 1.679652], [-1.015750, -6.371347, 1.871701], [-0.040584, -8.947647, -0.578255], [0.907823, -9.192456, 1.690031], [-0.555636, -10.182993, 1.498525], [-0.640511, -8.628047, 2.353362]], "forces_ev_per_angstrom": [[-0.615, 1.456, -1.145], [0.455, -0.577, -0.531], [-0.861, -0.563, 2.001], [0.276, 0.544, 0.447], [-0.509, -1.367, 0.802], [-0.490, 0.463, -0.147], [-0.125, 0.283, -0.133], [-0.216, 0.357, 0.856], [0.537, -0.532, -0.786], [-0.175, -1.218, 1.854], [1.602, -1.174, -1.299], [-0.208, 1.623, 1.324], [-0.738, -0.675, -1.229], [0.283, -0.516, 0.479], [-0.721, 1.987, -0.326], [-0.087, -1.633, -0.840], [2.171, -2.122, 1.589], [0.205, -0.717, -0.617], [-1.186, 0.104, -2.468], [-1.429, 1.756, -0.254], [0.018, 1.351, 1.401], [0.779, -0.028, 1.641], [0.165, -1.089, 0.278], [1.026, 0.146, -0.354], [-0.975, -0.118, -0.370], [-0.573, -0.522, 0.586], [-0.543, 0.228, -1.028], [0.579, 0.868, -0.258], [0.578, 1.404, -0.098], [-0.127, -0.519, 0.859], [0.945, 0.478, 0.344], [0.357, 0.928, -0.553], [-0.494, -0.559, -0.727], [1.184, 0.653, -0.028], [0.326, -1.044, -0.440], [-1.065, -0.025, -0.154], [0.899, 0.129, 0.495], [-0.112, 0.904, -0.739], [0.599, -0.911, 0.052], [-0.222, 0.009, -1.146], [-0.846, 0.526, 0.230], [-0.154, 0.073, 1.198], [0.699, -0.838, 0.377], [0.030, -0.825, -0.933], [-0.257, -0.217, -1.050], [-0.777, 0.610, -0.619], [-0.448, 0.940, 0.581], [0.520, -0.017, 0.937], [0.036, -0.115, -0.001], [-0.042, 0.097, -0.403], [-0.004, -0.055, 0.035], [0.069, -0.334, 0.050], [-0.018, 0.218, -0.507], [-0.040, 0.137, -0.108], [-0.140, -0.015, 0.148], [0.135, 0.068, 0.141], [0.026, -0.032, 0.060], [0.045, 0.022, 0.252], [-0.056, 0.004, 0.269], [-0.021, 0.048, -0.073], [0.072, 0.087, 0.001], [0.178, -0.461, 0.016], [-0.018, 0.144, 0.000], [0.302, 0.364, 0.017], [-0.045, -0.601, 0.008], [-0.064, -0.163, -0.001], [-0.090, 0.098, 0.114], [-0.067, 0.094, -0.134], [-0.031, 0.076, 0.005], [-0.180, 0.209, -0.106], [-0.220, 0.250, 0.071], [0.104, -0.083, 0.009], [0.046, -0.065, 0.039], [0.259, 0.133, -0.138], [-0.330, -0.203, 0.002], [0.115, -0.377, 0.147], [0.248, 0.407, -0.284], [0.013, 0.126, -0.106], [-0.142, -0.079, -0.061], [-0.070, 0.009, 0.153], [-0.057, -0.025, 0.045], [-0.215, -0.030, 0.148], [-0.241, -0.086, 0.042], [0.113, 0.007, -0.039], [-0.051, -0.015, -0.176], [-0.182, -0.158, 0.240], [0.039, 0.014, -0.007], [-0.230, -0.148, -0.412], [-0.089, 0.220, 0.498], [-0.043, 0.058, 0.188], [0.213, -0.009, -0.013], [-0.006, 0.158, -0.052], [-0.005, 0.047, -0.092], [0.171, 0.095, -0.219], [0.202, 0.061, -0.138], [-0.079, -0.081, 0.065], [0.034, -0.093, 0.031], [0.303, 0.179, -0.145], [-0.093, -0.094, 0.085], [0.101, -0.397, 0.147], [0.243, 0.421, -0.285], [0.025, 0.148, -0.080], [-0.139, -0.082, -0.062], [-0.084, 0.031, 0.151], [-0.060, -0.017, 0.060], [-0.212, -0.033, 0.147], [-0.240, -0.089, 0.044], [0.113, 0.010, -0.038], [0.047, 0.068, 0.016], [0.244, -0.338, 0.029], [-0.056, 0.105, 0.052], [0.253, 0.307, 0.043], [-0.004, -0.572, -0.001], [-0.053, -0.163, 0.008], [-0.097, 0.085, 0.110], [-0.040, 0.100, -0.092], [-0.040, 0.072, -0.019], [-0.156, 0.196, -0.069], [-0.171, 0.199, 0.047], [0.097, -0.077, 0.011], [-0.018, 0.099, 0.072], [0.037, -0.007, -0.380], [0.010, 0.032, 0.137], [-0.228, 0.322, 0.098], [0.221, -0.238, -0.469], [0.123, -0.226, -0.097], [0.082, 0.057, 0.117], [-0.085, -0.107, 0.110], [-0.017, 0.008, 0.076], [-0.057, -0.067, 0.247], [0.037, -0.001, 0.262], [-0.009, 0.032, -0.116]], "mulliken_charge": [-0.80, 0.94, -1.34, -1.00, 0.25, 0.24, 1.53, -1.21, -0.91, -0.28, -0.29, 0.39, -0.42, 0.13, -0.58, -0.40, 0.56, 0.39, -0.39, -0.57, -0.53, -0.35, -0.04, 0.23, 0.43, 0.20, 0.35, 0.37, 0.27, 0.29, -0.25, 0.14, -0.31, -0.52, 0.44, 0.09, 0.03, 0.19, 0.55, 0.22, 0.30, 0.22, 0.36, -0.09, 0.26, 0.35, 0.36, 0.29, -1.40, 0.85, -0.55, 0.00, -0.88, 0.25, 0.39, 0.35, 0.12, 0.28, 0.25, 0.31, -1.23, 0.82, -0.66, -0.11, -0.78, 0.29, 0.34, 0.35, 0.17, 0.26, 0.23, 0.34, -1.19, 0.65, -0.56, -0.15, -0.94, -0.02, 0.40, 0.43, 0.23, 0.29, 0.30, 0.37, -0.95, 0.72, -0.73, 0.19, -0.76, 0.36, 0.02, 0.29, 0.34, 0.26, 0.05, 0.24, -1.37, 0.83, -0.66, -0.11, -0.86, 0.30, 0.38, 0.37, 0.24, 0.28, 0.30, 0.32, -1.19, 0.83, -0.67, -0.13, -0.91, 0.20, 0.57, 0.19, 0.26, 0.29, 0.30, 0.33, -0.68, 0.68, -0.60, -0.21, -0.87, -0.34, 0.41, 0.41, 0.25, 0.29, 0.28, 0.33]}